{"formula": "C2H4I2S", "method": "ωB97M-V with the def2-TZVPD basis set", "e_lumo_ev": [-0.55, -0.13], "e_homo_ev": [-7.769, -7.882], "total_energy_ha": -1072.0076, "total_charge": 0, "e_above_lowest_kj_mol": 367.1, "orbital_gap_ev": [7.220, 7.750], "elements": ["C", "C", "S", "I", "I", "H", "H", "H", "H"], "xyz": [[-0.987, 0.553, 0.754], [0.714, -1.121, -0.988], [0.354, 1.358, 1.492], [2.332, -0.679, 0.066], [-0.052, -3.051, -1.111], [-1.490, 1.152, 0.025], [-1.846, 0.204, 1.266], [0.582, -0.607, -2.031], [0.392, 2.191, 0.527]], "forces_ev_per_a": [[0.038, 0.869, -0.545], [-1.596, 0.764, -2.581], [-1.352, -1.151, 1.559], [1.289, -0.292, 0.061], [0.072, 0.094, 0.190], [0.524, 0.391, -1.108], [0.054, -1.311, 1.442], [0.389, -0.813, 2.299], [0.581, 1.449, -1.318]], "mulliken_charge": [-0.6613, -0.6489, -0.1180, 0.2141, 0.0788, 0.2928, 0.3473, 0.3405, 0.1546]}

=====

{"formula": "C45H102N6O9", "method": "ωB97M-V with the def2-TZVPD basis set", "e_lumo_ev": 0.48, "e_homo_ev": -8.268, "smiles": "CC1(C)CCCC(C)(C)N1O.CC1(C)CCCC(C)(C)N1O.CC1(C)CCCC(C)(C)N1O.COCCNCCOC.COCCNCCOC.COCCNCCOC", "total_energy_ha": -2780.9758, "total_charge": 0, "e_above_lowest_kj_mol": 355.5, "orbital_gap_ev": 8.744, "elements": ["C", "C", "C", "C", "C", "C", "N", "O", "C", "C", "C", "H", "H", "H", "H", "H", "H", "H", "H", "H", "H", "H", "H", "H", "H", "H", "H", "H", "H", "H", "C", "C", "C", "C", "C", "C", "N", "O", "C", "C", "C", "H", "H", "H", "H", "H", "H", "H", "H", "H", "H", "H", "H", "H", "H", "H", "H", "H", "H", "H", "C", "C", "C", "C", "C", "C", "N", "O", "C", "C", "C", "H", "H", "H", "H", "H", "H", "H", "H", "H", "H", "H", "H", "H", "H", "H", "H", "H", "H", "H", "C", "O", "C", "C", "N", "C", "C", "O", "C", "H", "H", "H", "H", "H", "H", "H", "H", "H", "H", "H", "H", "H", "H", "H", "C", "O", "C", "C", "N", "C", "C", "O", "C", "H", "H", "H", "H", "H", "H", "H", "H", "H", "H", "H", "H", "H", "H", "H", "C", "O", "C", "C", "N", "C", "C", "O", "C", "H", "H", "H", "H", "H", "H", "H", "H", "H", "H", "H", "H", "H", "H", "H"], "xyz": [[-7.043, 0.263, -0.685], [-8.564, 0.361, -1.210], [-9.236, 1.586, -0.567], [-8.799, 2.902, -1.105], [-9.026, 2.962, -2.573], [-8.434, 1.726, -3.376], [-8.759, 0.456, -2.637], [-8.262, -0.690, -3.271], [-9.137, 1.713, -4.701], [-6.860, 1.980, -3.559], [-9.396, -0.849, -0.655], [-6.389, 0.295, -1.556], [-6.812, -0.685, -0.200], [-6.746, 1.006, 0.056], [-10.299, 1.366, -0.668], [-9.084, 1.608, 0.512], [-7.734, 2.880, -0.872], [-9.241, 3.679, -0.482], [-8.406, 3.818, -2.841], [-10.014, 3.339, -2.841], [-10.111, 1.231, -4.625], [-9.391, 2.739, -4.969], [-8.547, 1.253, -5.494], [-6.847, 2.739, -4.341], [-6.585, 2.574, -2.687], [-6.305, 1.089, -3.852], [-9.160, -0.837, 0.409], [-9.147, -1.845, -1.019], [-10.469, -0.785, -0.837], [-9.031, -0.959, -3.778], [3.634, -6.227, -6.586], [3.744, -7.601, -7.167], [5.260, -7.913, -7.106], [5.898, -8.129, -5.748], [5.076, -9.407, -5.240], [3.515, -9.207, -5.075], [3.019, -8.697, -6.372], [1.652, -8.353, -6.219], [3.003, -10.709, -4.877], [3.050, -8.361, -3.837], [3.373, -7.819, -8.633], [3.990, -5.582, -7.390], [4.141, -6.029, -5.642], [2.571, -6.008, -6.483], [5.447, -8.806, -7.703], [5.831, -7.125, -7.596], [5.840, -7.288, -5.057], [6.965, -8.350, -5.760], [5.353, -9.789, -4.257], [5.259, -10.256, -5.900], [1.927, -10.575, -4.985], [3.442, -11.357, -5.636], [3.214, -11.127, -3.892], [3.713, -7.500, -3.752], [2.032, -7.978, -3.769], [3.217, -9.013, -2.980], [2.390, -7.458, -8.937], [3.552, -8.849, -8.942], [4.064, -7.264, -9.267], [1.237, -8.924, -6.869], [7.991, -0.125, 1.236], [9.226, 0.046, 0.217], [10.447, -0.805, 0.551], [10.298, -2.298, 0.550], [10.042, -2.709, -0.855], [8.845, -2.000, -1.419], [8.837, -0.524, -1.145], [7.772, 0.218, -1.698], [8.932, -2.183, -2.913], [7.587, -2.688, -0.916], [9.787, 1.484, 0.051], [7.056, 0.228, 0.801], [8.139, 0.337, 2.212], [7.784, -1.131, 1.601], [11.417, -0.518, 0.146], [10.554, -0.568, 1.609], [9.500, -2.678, 1.187], [11.247, -2.787, 0.767], [9.918, -3.789, -0.790], [10.945, -2.532, -1.440], [8.017, -1.874, -3.419], [9.730, -1.536, -3.276], [9.096, -3.191, -3.294], [6.776, -2.148, -1.403], [7.437, -3.744, -1.139], [7.478, -2.620, 0.167], [10.530, 1.441, -0.745], [10.381, 1.870, 0.879], [8.984, 2.154, -0.256], [7.026, -0.017, -1.141], [0.682, 1.418, -1.815], [0.798, 0.355, -0.893], [-0.124, -0.674, -0.891], [0.418, -1.702, 0.054], [0.105, -1.686, 1.510], [0.759, -0.663, 2.275], [0.006, -0.504, 3.641], [-1.314, -0.057, 3.321], [-2.230, 0.264, 4.418], [-0.273, 1.943, -1.814], [0.731, 1.081, -2.850], [1.396, 2.224, -1.642], [-0.041, -1.194, -1.845], [-1.169, -0.389, -0.762], [1.483, -1.863, -0.110], [0.168, -2.692, -0.328], [-0.879, -1.557, 1.698], [0.784, 0.273, 1.717], [1.817, -0.882, 2.418], [0.538, 0.138, 4.343], [-0.077, -1.497, 4.082], [-2.081, -0.316, 5.329], [-3.284, 0.162, 4.159], [-1.865, 1.231, 4.766], [-0.747, 9.551, -4.547], [-0.323, 10.247, -3.424], [-1.294, 11.238, -2.982], [-0.495, 12.067, -1.870], [-1.408, 13.068, -1.400], [-1.130, 13.262, -0.020], [0.241, 13.943, 0.243], [0.487, 15.026, -0.649], [1.707, 15.604, -0.617], [-1.396, 8.730, -4.241], [0.116, 9.058, -4.994], [-1.199, 10.193, -5.303], [-1.635, 11.867, -3.805], [-2.197, 10.798, -2.559], [-0.349, 11.299, -1.109], [0.537, 12.322, -2.110], [-1.208, 13.874, -1.976], [-1.943, 13.774, 0.496], [-1.151, 12.315, 0.519], [0.271, 14.432, 1.217], [1.093, 13.276, 0.113], [1.960, 16.342, -1.378], [2.540, 14.904, -0.682], [1.889, 16.121, 0.324], [-5.608, 1.633, 10.087], [-5.319, 0.310, 10.637], [-4.736, 0.366, 11.871], [-4.884, -0.988, 12.631], [-4.319, -2.094, 11.898], [-4.672, -3.369, 12.558], [-4.705, -4.464, 11.453], [-5.723, -4.093, 10.462], [-6.122, -5.186, 9.675], [-4.828, 2.366, 9.879], [-6.329, 2.175, 10.699], [-6.111, 1.358, 9.160], [-5.071, 1.206, 12.479], [-3.685, 0.584, 11.681], [-5.971, -1.047, 12.670], [-4.440, -1.094, 13.621], [-4.748, -1.915, 11.002], [-5.591, -3.288, 13.139], [-3.926, -3.514, 13.340], [-4.915, -5.394, 11.983], [-3.726, -4.505, 10.975], [-6.390, -4.711, 8.731], [-6.991, -5.797, 9.918], [-5.256, -5.788, 9.399]], "forces_ev_per_a": [[-0.645, -0.600, -0.920], [0.367, -0.476, 1.525], [-0.891, -1.019, 0.595], [0.169, -1.068, 0.992], [1.356, 0.806, -0.570], [0.696, -0.004, 1.455], [-0.738, 1.542, 0.176], [0.411, 0.073, -0.495], [-0.436, 0.000, -0.612], [-2.487, 0.952, -0.071], [0.866, 0.030, -0.031], [0.157, 0.239, 0.167], [-0.354, -0.230, -0.089], [-0.243, 0.370, -0.281], [-0.317, 0.592, -0.252], [0.278, -0.461, 0.133], [0.320, 0.580, -0.211], [-0.081, 0.347, -0.478], [0.156, 0.112, -0.794], [-0.375, -0.911, -0.057], [0.037, -0.287, 0.066], [0.361, 0.078, -0.319], [-0.086, -0.028, -0.037], [0.370, -0.198, -0.425], [0.841, -0.799, 0.220], [0.066, 0.212, 0.410], [-0.453, -0.193, 0.181], [0.609, 0.176, -0.227], [-0.003, 0.553, 0.109], [0.054, -0.390, -0.157], [-1.690, 0.762, -1.004], [1.422, -2.306, 1.678], [1.019, 0.008, -0.452], [-1.695, -2.080, 0.982], [-0.130, 1.492, 1.292], [0.553, -0.811, -0.478], [0.767, -0.061, -0.365], [-0.112, 0.185, -0.254], [-0.388, 1.852, -0.484], [1.395, -0.393, -0.268], [0.129, 0.894, -0.368], [0.227, 0.477, 0.311], [0.077, -0.295, -0.229], [-0.069, 0.285, 0.285], [0.071, -0.189, -0.003], [-0.379, 0.310, -0.379], [-0.475, 0.074, -0.024], [-0.028, -0.222, -0.499], [0.497, 0.256, 0.206], [-0.110, 0.265, -0.342], [-0.154, -0.736, -0.048], [-0.318, 0.061, -0.085], [0.116, 0.279, 0.045], [0.044, 0.110, 0.190], [-0.027, -0.418, -0.648], [0.031, 0.243, 0.256], [-0.228, -0.271, 0.277], [-0.417, -0.118, 0.372], [0.145, 0.351, 0.070], [-0.274, 0.000, -0.029], [1.166, 0.039, 0.013], [-0.302, -1.687, -1.330], [-0.022, 0.122, 3.453], [0.485, -0.096, -0.680], [0.506, -0.291, 0.426], [-0.844, -0.676, -0.577], [1.585, 1.020, 0.794], [0.212, -0.855, -0.063], [-0.408, 0.744, -1.298], [-0.927, 0.434, 0.366], [-0.644, -0.515, -0.710], [0.118, 0.295, 0.057], [0.201, 0.854, -0.263], [0.341, -0.430, -0.738], [-0.423, 0.274, -0.735], [0.482, 0.272, 0.446], [0.144, 0.163, 0.288], [-0.015, 0.142, 0.852], [-0.450, -0.124, -0.794], [-0.005, 0.199, -0.202], [-0.109, 0.293, 0.067], [0.067, -0.078, -0.148], [0.226, -0.237, 0.610], [-0.474, -0.141, 0.252], [0.494, 0.003, -0.435], [-0.058, 0.178, -0.028], [-0.277, -0.064, -0.342], [-0.607, -0.193, 0.535], [0.194, 0.244, 0.186], [-0.666, 0.108, -0.003], [-0.945, 0.035, -0.525], [0.943, 2.255, 0.372], [0.646, -0.827, -0.893], [-0.412, -1.798, 1.446], [0.218, -0.413, -1.007], [-0.096, 0.915, 0.804], [-0.027, -0.432, -1.097], [-1.065, -0.097, 0.441], [2.242, -0.003, 0.160], [-0.538, -0.162, 0.596], [0.523, -0.309, -0.182], [0.426, -0.578, 0.252], [-0.389, 0.052, -0.631], [-0.074, 0.244, 0.391], [0.390, 1.017, 0.366], [-1.038, -0.154, 0.147], [-0.281, -0.192, -0.497], [-0.288, 0.519, 0.231], [0.067, -0.382, 0.378], [-0.049, 0.361, -0.067], [0.122, -0.190, 0.209], [0.195, -0.860, -0.210], [0.358, 0.394, -0.518], [-0.926, 0.604, -0.164], [0.328, -0.935, -0.210], [-0.867, 1.352, 0.420], [2.726, 0.251, 0.590], [-1.739, -2.906, -1.445], [0.492, -0.507, -0.288], [0.349, 1.483, 1.301], [0.378, 0.965, 0.111], [-2.594, -0.433, -1.675], [2.461, 0.532, 1.103], [-0.581, 0.025, -0.221], [0.175, 0.154, -0.049], [-0.230, 0.031, -0.017], [0.267, 0.150, -0.279], [0.128, -0.227, 0.310], [-0.123, 0.049, 0.319], [-0.163, 0.533, -0.727], [-0.292, 0.638, 0.466], [0.048, 0.712, -0.262], [0.316, -0.270, -0.283], [-0.013, -0.638, 0.597], [-0.054, -0.477, 0.302], [-1.014, -0.072, -0.432], [0.084, -0.641, -0.078], [-0.082, 0.229, 0.448], [-1.154, -1.401, -0.271], [-1.184, 1.440, -1.464], [2.511, -0.359, 1.827], [-0.111, 0.974, -0.419], [-0.307, 0.583, -0.032], [0.318, 0.675, -1.750], [-0.814, 1.208, 1.028], [0.702, -0.832, 2.031], [0.547, 0.760, -1.979], [0.846, -0.684, 0.173], [-0.151, -0.225, 0.356], [0.098, 0.419, -0.116], [-0.574, -0.036, 0.214], [0.576, -0.074, 0.373], [-0.458, -0.518, 0.570], [-0.210, 1.081, 0.284], [-0.020, -1.325, -0.597], [-0.641, -0.184, -0.420], [0.397, -0.563, -0.261], [-0.250, -0.356, -0.484], [0.001, -0.110, -0.138], [-0.243, -0.077, -0.238], [0.124, 0.062, 1.018], [-0.003, -0.455, 0.292]], "mulliken_charge": [-1.5065, 1.3382, -1.4574, -0.6012, -1.3231, 1.7244, 0.2675, -0.4662, -1.9815, -1.7890, -1.8198, 0.2924, 0.4476, 0.2877, 0.4570, 0.4501, 0.1565, 0.4395, 0.4595, 0.4627, 0.4644, 0.4567, 0.3697, 0.4794, 0.3827, 0.3925, 0.4411, 0.3763, 0.4463, 0.3525, -1.7758, 1.8135, -1.4249, -0.6069, -1.3954, 1.2910, 0.1888, -0.5146, -1.7416, -1.4417, -1.8501, 0.4390, 0.2929, 0.4021, 0.4494, 0.4799, 0.2862, 0.3726, 0.4748, 0.4074, 0.4354, 0.4111, 0.3649, 0.3274, 0.2903, 0.4365, 0.3995, 0.4250, 0.4047, 0.3586, -1.4619, 1.5474, -1.3200, -0.6346, -1.2220, 1.7965, 0.0432, -0.4408, -1.9983, -1.7459, -1.8752, 0.3281, 0.4423, 0.3296, 0.3928, 0.4878, 0.3225, 0.3435, 0.4152, 0.3848, 0.3730, 0.4913, 0.3505, 0.4320, 0.4118, 0.2890, 0.4412, 0.3590, 0.3716, 0.3457, -0.8320, -0.2224, -0.2810, -1.1898, -0.3426, -0.3955, -0.6502, -0.2818, -0.8065, 0.3262, 0.3068, 0.2573, 0.3560, 0.3313, 0.4040, 0.4880, 0.2870, 0.2591, 0.3449, 0.4379, 0.3362, 0.3179, 0.2406, 0.3088, -0.7263, -0.2887, -0.5148, -0.6594, -0.2752, -0.7623, -0.4948, -0.3140, -0.8114, 0.2686, 0.2412, 0.3172, 0.3647, 0.3082, 0.3053, 0.3060, 0.3084, 0.3531, 0.3325, 0.4575, 0.3608, 0.2819, 0.3372, 0.3045, -0.8070, -0.2959, -0.6247, -0.6734, -0.4129, -0.7901, -0.4470, -0.2929, -0.8102, 0.3080, 0.3296, 0.2548, 0.4890, 0.3047, 0.3031, 0.3945, 0.3628, 0.4064, 0.3491, 0.4564, 0.3326, 0.2602, 0.2627, 0.3400]}

=====

{"formula": "C3H6N4O", "method": "ωB97M-V with the def2-TZVPD basis set", "e_lumo_ev": 0.39, "e_homo_ev": -7.648, "total_energy_ha": -412.0913, "total_charge": 0, "e_above_lowest_kj_mol": 308.9, "orbital_gap_ev": 8.041, "elements": ["C", "C", "C", "H", "H", "H", "H", "H", "H", "N", "N", "N", "N", "O"], "xyz": [[0.881, -0.381, 0.069], [-0.788, -1.784, -0.070], [-1.325, -0.523, 0.091], [2.655, -0.638, -0.449], [2.671, 0.406, 0.887], [-1.255, -2.781, 0.044], [-2.434, 0.860, -0.720], [-0.242, 2.273, 0.818], [0.343, 2.080, -0.742], [2.145, 0.127, 0.020], [0.595, -1.693, -0.054], [-0.283, 0.362, 0.099], [-0.375, 1.740, -0.129], [-2.588, -0.048, 0.136]], "forces_ev_per_a": [[-1.978, -2.686, 0.150], [-0.166, -0.015, 0.914], [-0.679, -1.049, -0.628], [0.185, 0.850, 0.443], [-1.276, -0.528, -1.010], [0.140, 1.055, -0.403], [-1.141, -3.622, 3.966], [-0.441, -1.321, -2.303], [0.475, -0.406, -0.373], [2.286, 0.240, -0.280], [0.248, 2.225, 0.499], [2.209, 0.221, 0.146], [-0.787, 1.062, 2.996], [0.926, 3.976, -4.117]], "mulliken_charge": [0.3441, -0.4757, 0.5808, 0.3106, 0.2323, 0.3635, 0.4108, 0.2555, 0.2546, -0.5271, -0.6511, 0.3088, -0.8089, -0.5983]}